{"formula": "C37H55BeN4O6", "method": "the ωB97M-V functional and the def2-TZVPD basis", "e_homo_ev": [-13.21, -13.21], "gap_ev": [5.499, 4.850], "total_charge": 2, "energy_ha": -2127.2976, "multiplicity": 2, "symbols": ["Be", "C", "C", "O", "H", "H", "H", "H", "H", "N", "C", "C", "C", "C", "C", "H", "H", "H", "H", "H", "N", "C", "C", "C", "C", "C", "H", "H", "H", "H", "H", "N", "C", "C", "C", "C", "C", "H", "H", "H", "H", "H", "N", "C", "C", "C", "C", "C", "H", "H", "H", "H", "H", "C", "C", "O", "C", "H", "H", "H", "H", "H", "H", "C", "C", "O", "C", "H", "H", "H", "H", "H", "H", "C", "C", "O", "C", "H", "H", "H", "H", "H", "H", "C", "C", "O", "C", "H", "H", "H", "H", "H", "H", "C", "C", "O", "C", "H", "H", "H", "H", "H", "H"], "positions_angstrom": [[14.438, -20.792, 1.235], [10.688, -17.992, 2.022], [12.111, -17.830, 2.431], [12.957, -18.866, 1.965], [10.297, -18.814, 2.623], [10.527, -18.212, 0.967], [10.239, -17.017, 2.213], [12.135, -17.647, 3.505], [12.365, -16.799, 2.189], [15.196, -19.559, -0.916], [16.191, -20.064, -1.779], [16.756, -19.243, -2.803], [16.198, -17.953, -2.971], [15.250, -17.440, -2.064], [14.777, -18.260, -1.069], [16.540, -21.073, -1.618], [17.392, -19.706, -3.543], [16.471, -17.243, -3.736], [14.737, -16.522, -2.311], [14.047, -17.928, -0.346], [12.782, -21.741, -0.554], [11.835, -20.883, -0.995], [10.852, -21.284, -1.961], [10.867, -22.627, -2.350], [11.879, -23.478, -1.951], [12.820, -23.026, -1.085], [11.751, -19.882, -0.601], [10.059, -20.648, -2.327], [10.055, -23.060, -2.915], [11.943, -24.519, -2.232], [13.589, -23.715, -0.771], [13.028, -22.548, 2.728], [13.595, -23.720, 2.881], [13.304, -24.543, 3.950], [12.306, -24.163, 4.854], [11.618, -22.972, 4.729], [11.979, -22.209, 3.584], [14.478, -23.935, 2.298], [13.899, -25.444, 3.982], [12.001, -24.884, 5.598], [11.025, -22.588, 5.546], [11.479, -21.274, 3.382], [15.088, -20.859, 3.658], [16.109, -21.641, 4.030], [16.539, -21.865, 5.326], [15.962, -21.055, 6.343], [14.911, -20.180, 6.021], [14.516, -20.139, 4.650], [16.548, -22.154, 3.186], [17.362, -22.541, 5.505], [16.334, -21.285, 7.331], [14.344, -19.690, 6.799], [13.685, -19.491, 4.414], [10.354, -14.572, 4.190], [11.133, -13.277, 3.839], [11.771, -12.675, 4.718], [11.250, -12.980, 2.361], [10.860, -15.173, 4.946], [10.265, -15.123, 3.254], [9.406, -14.346, 4.678], [12.195, -13.385, 2.000], [11.112, -11.957, 2.012], [10.492, -13.629, 1.924], [11.432, -17.227, 7.667], [11.209, -18.550, 6.958], [11.881, -19.538, 7.227], [10.219, -18.645, 5.821], [11.985, -17.324, 8.601], [10.525, -16.646, 7.836], [12.038, -16.604, 7.009], [10.322, -19.695, 5.549], [10.499, -18.021, 4.972], [9.186, -18.493, 6.134], [8.670, -21.320, 2.209], [8.536, -22.787, 1.942], [8.059, -23.561, 2.753], [8.868, -23.284, 0.522], [8.958, -21.147, 3.246], [7.659, -20.959, 2.021], [9.290, -20.784, 1.489], [9.749, -23.924, 0.489], [9.000, -22.503, -0.227], [8.057, -23.911, 0.152], [7.452, -16.887, -0.664], [5.956, -17.240, -0.673], [5.447, -18.059, 0.132], [5.212, -16.528, -1.747], [8.128, -17.434, -1.321], [7.889, -17.012, 0.326], [7.528, -15.834, -0.934], [4.397, -15.895, -1.397], [4.769, -17.365, -2.288], [5.874, -15.969, -2.409], [15.548, -13.924, 6.283], [15.426, -15.027, 5.237], [16.381, -15.283, 4.583], [14.172, -15.806, 5.077], [15.508, -14.370, 7.277], [14.759, -13.176, 6.350], [16.486, -13.380, 6.171], [14.175, -16.522, 4.255], [13.407, -15.030, 5.077], [14.060, -16.502, 5.908]]}